# 1
# C41H82Br2O17

A 12-piece molecular cluster, C41H82Br2O17 overall (the ωB97M-V functional and the def2-TZVPD basis, the Open Molecules 2025 dataset).

Kohn-Sham gap, Ha: 0.358
E_HOMO, eV: -9.54

The geometry in XYZ format:
```
142
C41H82Br2O17 | the Open Molecules 2025 dataset | the ωB97M-V functional and the def2-TZVPD basis
C -1.571 5.202 5.888
C -2.373 5.750 7.075
O -3.366 5.163 7.474
C -1.839 6.978 7.767
H -1.878 4.248 5.460
H -0.535 5.066 6.199
H -1.618 5.883 5.038
H -0.894 6.846 8.293
H -2.393 7.253 8.665
H -1.799 7.761 7.010
C -9.215 -2.489 -4.238
C -8.189 -1.367 -4.282
O -7.386 -1.259 -3.386
C -8.331 -0.313 -5.360
H -9.871 -2.445 -3.369
H -8.723 -3.461 -4.250
H -9.853 -2.404 -5.118
H -8.223 -0.652 -6.390
H -7.790 0.598 -5.105
H -9.355 0.042 -5.241
C -0.345 7.227 -4.722
C -1.839 6.960 -4.751
O -2.529 7.457 -5.648
C -2.480 6.076 -3.666
H -0.070 8.148 -5.238
H 0.007 6.374 -5.302
H 0.092 7.144 -3.727
H -2.280 5.030 -3.899
H -3.565 6.180 -3.638
H -2.084 6.407 -2.706
C 4.242 7.306 1.922
C 4.510 8.335 2.985
O 3.519 8.824 3.499
C 5.949 8.720 3.311
H 4.393 7.826 0.977
H 3.174 7.093 1.871
H 4.911 6.467 2.115
H 6.528 7.988 3.874
H 6.087 9.752 3.634
H 6.544 8.658 2.400
C 1.353 0.002 -1.043
C 0.824 -0.752 0.235
O 1.037 -0.426 1.397
C 0.096 -2.016 -0.101
H 1.677 -0.771 -1.740
H 2.157 0.660 -0.714
H 0.592 0.614 -1.526
H -0.951 -1.774 -0.286
H 0.159 -2.683 0.759
H 0.523 -2.506 -0.976
O -6.631 -8.237 3.715
C -6.440 -9.383 3.390
O -5.646 -9.888 2.361
C -4.822 -8.977 1.581
C -5.544 -8.198 0.505
C -7.227 -10.510 4.126
H -4.062 -9.638 1.164
H -4.321 -8.201 2.159
H -4.844 -7.582 -0.059
H -6.357 -7.592 0.904
H -5.943 -8.933 -0.194
H -7.432 -10.219 5.156
H -6.681 -11.447 4.019
H -8.218 -10.666 3.698
O -11.218 1.315 0.607
C -10.529 2.313 0.880
O -9.428 2.393 1.691
C -9.047 1.217 2.422
C -7.561 1.267 2.557
C -10.865 3.654 0.232
H -9.235 0.276 1.905
H -9.485 1.123 3.416
H -7.302 1.968 3.351
H -6.933 1.526 1.705
H -7.117 0.321 2.865
H -10.775 3.570 -0.851
H -10.112 4.414 0.438
H -11.808 4.051 0.609
O 4.074 -6.804 -6.826
C 4.965 -6.765 -5.956
O 5.555 -7.798 -5.327
C 5.067 -9.159 -5.588
C 6.010 -10.042 -4.751
C 5.673 -5.469 -5.576
H 5.113 -9.282 -6.670
H 4.030 -9.297 -5.283
H 7.041 -9.865 -5.056
H 5.864 -11.122 -4.796
H 6.001 -9.822 -3.684
H 5.784 -5.421 -4.493
H 5.154 -4.574 -5.919
H 6.616 -5.510 -6.121
O 1.689 -5.238 10.721
C 1.365 -4.264 11.418
O 0.314 -3.502 11.248
C -0.732 -3.912 10.361
C -0.551 -3.179 8.981
C 2.352 -3.879 12.563
H -1.659 -3.672 10.883
H -0.790 -4.981 10.157
H 0.341 -3.535 8.466
H -0.718 -2.105 9.070
H -1.177 -3.564 8.176
H 2.008 -4.326 13.495
H 2.362 -2.796 12.687
H 3.352 -4.246 12.334
O 12.587 1.848 0.353
C 11.870 1.214 1.168
O 12.213 0.943 2.439
C 13.308 1.654 3.070
C 13.682 0.907 4.412
C 10.622 0.589 0.749
H 13.009 2.668 3.338
H 14.175 1.840 2.436
H 12.978 1.142 5.210
H 14.718 1.168 4.631
H 13.710 -0.173 4.264
H 10.384 -0.363 1.225
H 10.637 0.291 -0.300
H 9.807 1.313 0.762
O -2.309 1.089 -8.258
C -2.817 0.176 -8.774
O -3.654 0.085 -9.854
C -3.897 1.277 -10.581
C -5.206 1.251 -11.352
C -2.606 -1.185 -8.086
H -3.082 1.423 -11.290
H -3.875 2.161 -9.944
H -5.138 2.108 -12.022
H -5.982 1.514 -10.633
H -5.452 0.268 -11.754
H -1.637 -1.154 -7.588
H -2.539 -1.942 -8.867
H -3.478 -1.392 -7.466
Br 10.386 9.127 -2.997
C 9.592 7.321 -3.111
C 8.246 7.358 -3.821
Br 7.400 5.555 -3.839
H 9.578 6.936 -2.091
H 10.255 6.636 -3.638
H 8.346 7.773 -4.824
H 7.615 8.047 -3.258
```

These are the Mulliken partial charges, in e, on atoms 1 to 8: atom 1 (C): -1.038, atom 2 (C): 0.809, atom 3 (O): -0.542, atom 4 (C): -1.057, atom 5 (H): 0.305, atom 6 (H): 0.295, atom 7 (H): 0.302, atom 8 (H): 0.323



# 2
# C41H83Br2NbO12P

C41H83Br2NbO12P as an isolated structure (the ωB97M-V functional and the def2-TZVPD basis, the Open Molecules 2025 dataset).

Charge: -1
Kohn-Sham gap, Ha: 0.203
E_HOMO, eV: -3.94

The geometry in XYZ format:
```
140
C41H83Br2NbO12P | the Open Molecules 2025 dataset | the ωB97M-V functional and the def2-TZVPD basis
C -0.976 -1.336 0.369
C -0.362 -0.737 -0.932
P -1.623 0.245 -1.915
C -3.048 -0.934 -2.105
Nb -2.201 2.349 -0.602
C -4.095 1.459 0.243
C -5.297 2.471 0.165
C -6.325 1.932 -0.867
C -7.661 2.688 -0.831
O -8.175 2.845 0.495
C -2.507 4.136 0.759
C -2.732 3.822 2.271
C -1.489 4.229 3.096
C -1.387 5.733 3.278
O -2.323 6.460 3.386
O -0.111 6.245 3.313
C -0.378 3.402 -1.596
Br 1.429 2.717 -1.304
C -0.497 4.485 -2.388
C -1.759 5.237 -2.747
Br 1.106 5.324 -3.186
H -1.943 -0.883 0.606
H -1.161 -2.409 0.236
H -0.330 -1.177 1.237
H 0.460 -0.070 -0.672
H 0.018 -1.575 -1.526
H -3.828 -0.568 -2.772
H -3.461 -1.232 -1.133
H -2.646 -1.860 -2.541
H -3.221 2.989 -1.975
H -1.131 1.662 0.748
H -3.914 1.185 1.294
H -4.452 0.546 -0.250
H -5.768 2.587 1.147
H -4.986 3.447 -0.219
H -5.831 2.017 -1.840
H -6.526 0.886 -0.611
H -8.401 2.074 -1.364
H -7.616 3.638 -1.377
H -8.034 3.764 0.718
H -1.574 4.723 0.712
H -3.280 4.811 0.367
H -2.885 2.761 2.473
H -3.602 4.387 2.627
H -0.616 3.837 2.557
H -1.539 3.692 4.050
H 0.474 5.482 3.379
H -2.580 4.603 -3.060
H -2.058 5.862 -1.899
H -1.559 5.921 -3.574
C -0.824 -5.159 -2.258
C -0.776 -4.346 -3.529
O -0.587 -3.152 -3.503
C -0.967 -5.091 -4.825
H -0.671 -4.502 -1.403
H -1.797 -5.643 -2.162
H -0.039 -5.917 -2.270
H -1.945 -5.576 -4.839
H -0.186 -5.845 -4.937
H -0.909 -4.391 -5.657
C 2.872 -8.891 -6.232
C 2.065 -8.240 -5.145
O 0.859 -8.139 -5.204
C 2.835 -7.710 -3.960
H 2.208 -9.230 -7.027
H 3.582 -8.172 -6.646
H 3.420 -9.746 -5.822
H 3.544 -6.948 -4.288
H 3.373 -8.525 -3.474
H 2.143 -7.264 -3.247
C 7.063 -11.282 -6.044
C 6.208 -10.693 -4.949
O 4.998 -10.675 -5.037
C 6.911 -10.125 -3.745
H 6.426 -11.650 -6.846
H 7.731 -10.518 -6.445
H 7.652 -12.111 -5.650
H 7.566 -9.309 -4.051
H 7.498 -10.900 -3.251
H 6.179 -9.743 -3.047
C 0.133 6.094 8.808
C 0.360 6.159 7.317
O 1.277 5.569 6.792
C -0.608 6.991 6.515
H 0.895 5.466 9.265
H 0.196 7.093 9.240
H -0.849 5.665 9.017
H -0.575 8.028 6.852
H -1.619 6.596 6.632
H -0.346 6.950 5.461
C -2.341 8.908 11.771
C -1.788 7.508 11.887
O -0.599 7.293 11.841
C -2.784 6.389 12.060
H -1.520 9.611 11.651
H -2.998 8.979 10.904
H -2.898 9.164 12.673
H -3.460 6.355 11.204
H -3.361 6.540 12.974
H -2.254 5.441 12.128
C -1.379 9.681 -4.821
C -2.652 8.885 -4.965
O -2.679 7.699 -4.744
C -3.890 9.636 -5.397
H -0.574 9.019 -4.506
H -1.111 10.136 -5.777
H -1.509 10.462 -4.069
H -3.729 10.088 -6.377
H -4.126 10.414 -4.670
H -4.727 8.944 -5.459
C 8.411 -8.446 0.823
C 8.112 -8.201 -0.636
O 7.551 -9.035 -1.313
C 8.535 -6.876 -1.215
H 8.052 -9.434 1.106
H 9.487 -8.397 0.996
H 7.909 -7.698 1.437
H 9.617 -6.759 -1.130
H 8.036 -6.063 -0.685
H 8.261 -6.832 -2.262
C 9.533 -2.836 -3.739
C 8.481 -3.915 -3.796
O 8.751 -5.073 -3.564
C 7.080 -3.490 -4.154
H 10.490 -3.277 -3.471
H 9.625 -2.353 -4.713
H 9.263 -2.092 -2.988
H 7.070 -3.034 -5.145
H 6.708 -2.773 -3.421
H 6.428 -4.361 -4.159
C -5.747 -1.281 4.930
C -5.518 -1.220 3.438
O -4.598 -1.807 2.919
C -6.488 -0.397 2.629
H -4.982 -1.904 5.388
H -5.691 -0.279 5.357
H -6.728 -1.713 5.139
H -6.464 0.643 2.958
H -7.496 -0.801 2.739
H -6.204 -0.438 1.579
```

These are the Mulliken partial charges, in e, on atoms 1 to 8: atom 1 (C): -0.775, atom 2 (C): -0.246, atom 3 (P): 0.321, atom 4 (C): -0.740, atom 5 (Nb): -1.243, atom 6 (C): -0.212, atom 7 (C): -0.048, atom 8 (C): -0.532



# 3
# C41H88BrINO20

A 6-piece molecular cluster, C41H88BrINO20 overall (the ωB97M-V functional and the def2-TZVPD basis, the Open Molecules 2025 dataset).

Charge: -1
Kohn-Sham gap, Ha: 0.247
E_HOMO, eV: -4.59

The geometry in XYZ format:
```
152
C41H88BrINO20 | the Open Molecules 2025 dataset | the ωB97M-V functional and the def2-TZVPD basis
C 2.475 0.727 -5.032
C 2.514 1.516 -3.742
C 1.250 2.177 -3.196
I 1.163 4.238 -3.878
C -0.094 1.406 -3.160
C 0.053 0.363 -2.053
C 0.923 -0.836 -2.388
O 0.412 -2.033 -1.690
C 0.202 -3.078 -2.486
O 0.994 -3.981 -2.659
C -1.146 2.434 -2.561
O -1.945 2.941 -3.380
O -1.055 2.598 -1.343
N -0.560 0.789 -4.389
Br -0.579 1.771 -5.945
C -1.528 -0.276 -4.356
C -2.993 0.074 -4.118
C -3.372 0.294 -2.671
O -3.412 1.115 -4.957
H 2.249 1.380 -5.853
H 3.464 0.342 -5.229
H 1.773 -0.083 -5.044
H 3.262 2.278 -3.850
H 2.886 0.883 -2.953
H 1.438 2.343 -2.161
H 0.421 0.843 -1.171
H -0.912 -0.020 -1.795
H 1.928 -0.731 -2.044
H 0.898 -1.033 -3.447
H -0.779 -3.117 -2.968
H -1.273 -1.048 -3.653
H -1.493 -0.768 -5.317
H -3.557 -0.805 -4.423
H -4.427 0.076 -2.581
H -3.238 1.316 -2.356
H -2.889 -0.400 -2.011
H -3.710 1.840 -4.412
C 3.308 -0.644 3.104
O 4.468 -0.396 2.342
C 4.273 -0.654 0.962
C 5.058 0.294 0.086
O 4.541 1.612 0.042
C 4.752 2.449 1.167
C 6.169 2.947 1.307
O 7.041 1.925 1.774
C 8.342 2.028 1.252
H 3.120 -1.721 3.197
H 3.462 -0.224 4.096
H 2.434 -0.160 2.656
H 3.212 -0.569 0.707
H 4.601 -1.681 0.748
H 4.968 -0.077 -0.938
H 6.120 0.287 0.341
H 4.402 1.977 2.087
H 4.125 3.326 0.987
H 6.188 3.774 2.028
H 6.504 3.330 0.336
H 8.326 2.090 0.158
H 8.882 1.127 1.539
H 8.868 2.902 1.657
C -1.434 -1.173 3.310
O -1.003 -0.530 4.491
C -1.463 0.805 4.607
C -1.712 1.182 6.048
O -2.872 0.603 6.625
C -2.859 -0.776 6.950
C -2.007 -1.139 8.144
O -0.626 -1.118 7.831
C 0.187 -0.728 8.910
H -0.904 -0.782 2.435
H -1.215 -2.234 3.413
H -2.514 -1.054 3.167
H -2.385 0.948 4.034
H -0.695 1.476 4.201
H -1.900 2.257 6.068
H -0.827 0.996 6.660
H -2.599 -1.389 6.085
H -3.894 -1.004 7.216
H -2.275 -2.156 8.464
H -2.229 -0.447 8.965
H -0.151 0.224 9.337
H 1.197 -0.594 8.526
H 0.205 -1.493 9.696
C -7.456 2.555 -0.187
O -7.748 1.237 0.226
C -7.458 0.263 -0.761
C -6.987 -1.036 -0.149
O -5.669 -0.999 0.370
C -5.426 -0.279 1.568
C -5.973 -0.924 2.820
O -7.380 -0.772 2.926
C -8.011 -1.856 3.561
H -8.182 2.910 -0.928
H -7.512 3.192 0.694
H -6.446 2.627 -0.603
H -6.687 0.628 -1.449
H -8.374 0.064 -1.336
H -6.944 -1.770 -0.957
H -7.700 -1.409 0.589
H -5.753 0.758 1.485
H -4.338 -0.270 1.663
H -5.508 -0.440 3.690
H -5.699 -1.985 2.825
H -7.733 -2.807 3.091
H -9.085 -1.718 3.453
H -7.763 -1.894 4.629
C 6.693 10.196 1.489
O 6.030 9.345 0.587
C 6.827 8.265 0.133
C 6.004 7.022 -0.117
O 5.564 6.354 1.053
C 4.529 6.941 1.829
C 3.151 6.914 1.209
O 3.009 7.882 0.184
C 2.126 7.473 -0.850
H 7.448 10.808 0.982
H 5.945 10.853 1.929
H 7.170 9.626 2.296
H 7.612 8.032 0.863
H 7.304 8.558 -0.812
H 6.659 6.303 -0.616
H 5.175 7.227 -0.795
H 4.797 7.951 2.146
H 4.484 6.318 2.727
H 2.418 7.138 1.998
H 2.949 5.908 0.827
H 2.415 6.499 -1.256
H 2.188 8.209 -1.650
H 1.094 7.427 -0.487
C -1.017 -11.904 -5.311
O -0.837 -10.516 -5.172
C -1.766 -9.744 -5.912
C -2.114 -8.452 -5.210
O -2.959 -8.597 -4.082
C -2.417 -9.130 -2.884
C -1.475 -8.203 -2.150
O -0.218 -8.126 -2.789
C 0.396 -6.853 -2.658
H -0.700 -12.251 -6.302
H -0.404 -12.391 -4.555
H -2.063 -12.188 -5.146
H -2.687 -10.313 -6.087
H -1.317 -9.499 -6.885
H -2.695 -7.855 -5.916
H -1.216 -7.883 -4.966
H -1.953 -10.103 -3.054
H -3.283 -9.286 -2.237
H -1.329 -8.593 -1.132
H -1.936 -7.210 -2.078
H -0.278 -6.060 -2.974
H 1.268 -6.841 -3.306
H 0.715 -6.678 -1.626
```

These are the Mulliken partial charges, in e, on atoms 1 to 8: atom 1 (C): -1.527, atom 2 (C): 0.363, atom 3 (C): -1.525, atom 4 (I): 0.061, atom 5 (C): 1.696, atom 6 (C): -1.744, atom 7 (C): -0.652, atom 8 (O): -0.386



- Kohn-Sham gap of number 3 (C41H88BrINO20)?
  0.247 Ha



- Look up the E_HOMO of the third one.
  -4.59 eV



- Which value of Kohn-Sham gap does entry 3 give?
  0.247 Ha